# 1
This record from the OMol25 dataset describes a structure of composition C46H36N11O10RbSSe2. The level of theory is ωB97M-V with the def2-TZVPD basis set.

The total charge is -2. The LUMO energy is 3.41 eV. The gap between HOMO and LUMO comes out at 5.63 eV. Its relative energy (zero: lowest compared OMol25 entry of this formula, charge and spin) is 1.4640 eV.

Geometry (Å):
Rb -0.2144 -0.7413 1.2158
N -1.4541 -0.6492 -4.4085
C -1.2884 -0.9774 -3.0684
S 0.0790 1.9327 -3.1283
N -0.7799 -2.1194 -2.8107
N -0.5626 -2.5375 -1.5071
C -1.4788 -3.2321 -0.9750
C -1.2542 -3.9660 0.2946
C -2.2652 -4.7732 0.7965
C -2.0255 -5.5073 1.9455
C -0.7874 -5.4098 2.5493
C 0.1588 -4.5713 1.9793
N -0.0561 -3.8690 0.8740
H -1.3855 0.3484 -4.5762
H -0.8561 -1.1991 -5.0069
H -2.4482 -3.3685 -1.4581
H -3.2307 -4.7919 0.3068
H -2.8091 -6.1065 2.3894
H -0.5739 -5.9153 3.4799
H 1.1282 -4.4323 2.4488
O -2.1037 -3.4623 4.1561
C -2.0370 -2.3443 3.6111
O -1.0050 -1.6448 3.4151
C -3.3627 -1.6818 3.2206
C -4.4052 -1.8244 4.0900
C -5.6104 -1.1185 3.9150
C -5.7513 -0.2201 2.8776
C -4.7072 -0.0639 1.9937
C -3.5092 -0.8751 2.0109
O -2.7112 -0.9383 1.0470
N -4.8872 0.9527 0.9624
O -3.9055 1.5319 0.5458
O -6.0304 1.2167 0.5975
N -6.6964 -1.2925 4.8442
O -7.7274 -0.6447 4.6829
O -6.5551 -2.0843 5.7699
H -4.2840 -2.4908 4.9322
H -6.6525 0.3593 2.7566
O -0.9548 7.0738 0.0789
N -1.7552 6.3438 -0.5312
O -2.7955 6.8143 -1.0147
C -1.4818 4.9751 -0.6777
C -2.4440 4.1921 -1.3470
C -2.2423 2.8894 -1.6805
C -3.2283 2.0752 -2.3632
C -3.0165 0.7862 -2.6192
C -1.7812 0.0920 -2.1018
N -0.6343 0.9780 -1.7843
C -0.9367 2.3164 -1.4569
C -0.0941 2.9739 -0.4286
N 0.8677 2.2259 0.1176
C 1.6731 2.7693 1.0162
C 1.5607 4.1038 1.3934
C 0.5662 4.8839 0.8445
C -0.3288 4.3302 -0.0924
H -3.3833 4.6660 -1.5973
H -4.1565 2.5515 -2.6597
H -3.7542 0.1855 -3.1361
H -2.0358 -0.3555 -1.1353
H 2.4198 2.1142 1.4595
H 2.2397 4.5183 2.1291
H 0.4483 5.9144 1.1323
Se 4.6611 -0.2969 2.3228
Se 4.0009 -1.2913 4.3081
C 2.2521 -0.4771 4.5418
C 1.5077 -0.8870 5.6424
C 0.2909 -0.2726 5.8644
C -0.1288 0.7308 5.0031
C 0.6853 1.0460 3.9340
N 1.8586 0.4509 3.6983
C 4.4019 -1.8208 1.1669
C 5.5242 -2.4125 0.6012
C 5.3364 -3.4799 -0.2620
C 4.0459 -3.9090 -0.5172
C 2.9916 -3.2495 0.1010
N 3.1613 -2.2218 0.9355
H 1.8574 -1.6840 6.2864
H -0.3387 -0.5939 6.6843
H -1.0892 1.2128 5.1194
H 0.3904 1.8018 3.2121
H 6.5109 -2.0412 0.8401
H 6.1863 -3.9664 -0.7265
H 3.8445 -4.7306 -1.1925
H 1.9611 -3.5358 -0.0763
C 2.1776 1.3638 -6.9008
C 2.6481 1.3401 -5.4716
C 3.0092 2.5143 -4.8239
C 3.3586 2.5173 -3.4810
C 3.6281 3.8415 -2.8073
C 3.3920 1.3028 -2.7813
C 3.7754 1.3280 -1.3532
O 4.1686 0.3686 -0.7277
C 3.0095 0.1059 -3.4083
C 2.8746 -1.2011 -2.6780
C 2.6500 0.1552 -4.7504
H 2.6793 2.1455 -7.4739
H 1.1031 1.5623 -6.9428
H 2.3556 0.4062 -7.3922
H 2.9796 3.4555 -5.3651
H 3.5821 4.6465 -3.5405
H 4.6075 3.8801 -2.3275
H 2.8743 4.0471 -2.0426
H 3.6994 2.3060 -0.8501
H 3.8368 -1.5801 -2.3362
H 2.3972 -1.9389 -3.3238
H 2.2491 -1.0835 -1.7918
H 2.3254 -0.7619 -5.2329

Force components x, y, z for each atom (eV/Å):
1.50 0.44 -0.85
-0.01 -0.03 0.06
-0.03 -0.04 -0.12
-0.14 -0.09 0.10
-0.08 0.16 0.24
0.04 0.16 -0.24
0.03 -0.14 0.21
-0.01 0.13 -0.20
-0.08 0.01 0.05
-0.04 0.02 -0.01
0.03 0.00 0.02
-0.03 0.06 0.02
-0.05 -0.02 0.05
0.01 0.00 0.01
0.01 0.01 -0.02
0.01 -0.05 -0.08
0.00 -0.01 0.00
0.00 0.00 0.00
-0.01 0.00 -0.01
-0.01 0.00 -0.02
0.03 0.12 0.04
-0.03 0.02 0.11
-0.39 -0.48 0.48
-0.07 0.04 -0.02
0.04 0.00 -0.05
-0.20 -0.05 0.19
0.10 0.02 -0.05
-0.15 0.06 -0.19
0.01 -0.14 0.03
-0.78 -0.04 0.19
-0.02 -0.08 0.17
0.06 0.00 0.00
0.03 -0.06 -0.02
0.16 0.03 -0.08
-0.01 0.00 -0.02
-0.01 -0.01 0.00
-0.01 0.01 0.01
-0.02 0.01 0.01
0.01 0.00 -0.07
-0.06 -0.11 0.15
0.05 -0.03 -0.05
0.03 0.09 -0.01
0.00 0.05 -0.01
-0.02 -0.04 -0.02
0.01 0.00 -0.02
0.06 0.08 0.01
0.06 0.08 0.03
-0.06 0.01 -0.06
0.06 0.00 0.05
-0.02 -0.06 -0.08
0.05 -0.08 0.08
0.01 -0.01 -0.01
0.02 0.01 0.01
-0.03 -0.01 -0.03
-0.01 0.07 0.00
0.00 0.00 0.00
0.01 -0.01 0.02
0.01 -0.01 0.03
-0.04 -0.22 -0.05
-0.02 0.01 -0.01
0.00 -0.01 -0.01
0.01 0.00 0.01
0.01 -0.11 0.10
-0.07 0.16 -0.12
0.00 -0.04 0.01
0.00 -0.01 0.01
-0.03 0.01 0.00
0.02 -0.07 0.00
0.00 0.06 0.00
0.00 0.09 0.03
-0.08 -0.04 0.01
0.01 0.00 -0.02
0.02 0.01 0.00
-0.03 0.03 -0.01
-0.05 0.03 0.02
0.08 -0.02 -0.05
0.01 0.00 -0.02
0.00 0.00 -0.01
0.01 0.00 0.01
-0.02 0.02 0.02
-0.01 0.00 -0.01
0.00 0.01 0.01
0.00 0.01 0.01
-0.02 0.00 0.01
0.01 0.00 -0.02
-0.02 -0.01 -0.02
0.01 0.00 0.02
0.02 0.05 -0.01
0.01 -0.02 -0.01
0.04 -0.01 0.11
-0.08 0.00 -0.09
0.10 -0.03 0.04
-0.03 0.02 -0.06
0.02 0.03 0.00
0.00 -0.02 0.01
-0.01 -0.01 0.02
0.02 0.00 0.02
0.00 0.01 0.01
0.00 -0.03 0.01
0.00 -0.01 0.01
-0.01 -0.01 0.00
-0.01 -0.01 -0.01
0.00 -0.01 -0.04
0.01 0.01 0.00
0.01 0.00 0.01
0.00 0.01 0.02
0.01 0.02 0.00

---

# 2
This record from the OMol25 dataset describes a structure of composition C46H37IrN5O8P2. The level of theory is ωB97M-V with the def2-TZVPD basis set.

Its spin multiplicity is 5. The total charge is +1. The LUMO energy (alpha / beta) is -2.59 / -4.85 eV. The gap between HOMO and LUMO (alpha / beta) comes out at 7.30 / 6.86 eV.

Geometry (Å):
Ir -0.0758 -0.0813 0.3957
N 1.8781 1.9613 -0.9214
P 2.2586 0.3327 -0.5810
C 3.8261 0.3879 0.2985
C 4.9094 1.0856 -0.2399
C 6.0985 1.1579 0.4633
C 6.2139 0.5272 1.6962
C 5.1431 -0.1737 2.2283
C 3.9425 -0.2425 1.5345
C 2.5499 -0.5099 -2.1431
C 1.5489 -0.4675 -3.1140
C 1.6919 -1.1805 -4.2904
C 2.8286 -1.9526 -4.5002
C 3.8180 -2.0123 -3.5315
C 3.6814 -1.2946 -2.3516
P 0.2349 2.2434 -0.6363
C 0.1578 3.7809 0.2968
C 1.0590 4.0061 1.3393
C 0.9750 5.1731 2.0801
C -0.0155 6.1066 1.8038
C -0.9221 5.8774 0.7789
C -0.8361 4.7197 0.0223
C -0.4988 2.6288 -2.2467
C -1.6460 1.9883 -2.7003
C -2.1588 2.2840 -3.9568
C -1.5246 3.2142 -4.7629
C -0.3731 3.8544 -4.3181
C 0.1375 3.5647 -3.0665
H 2.5651 2.6937 -0.7957
H 4.8307 1.5564 -1.2136
H 6.9392 1.6978 0.0489
H 7.1471 0.5820 2.2405
H 5.2385 -0.6645 3.1875
H 3.1013 -0.7805 1.9449
H 0.6502 0.1172 -2.9573
H 0.9118 -1.1426 -5.0387
H 2.9382 -2.5121 -5.4194
H 4.7002 -2.6174 -3.6912
H 4.4544 -1.3515 -1.5962
H 1.8136 3.2677 1.5796
H 1.6837 5.3542 2.8773
H -0.0784 7.0155 2.3863
H -1.6907 6.6060 0.5597
H -1.5342 4.5553 -0.7890
H -2.1377 1.2476 -2.0842
H -3.0512 1.7810 -4.3038
H -1.9224 3.4417 -5.7427
H 0.1242 4.5778 -4.9499
H 1.0374 4.0633 -2.7266
O 1.0621 1.0438 2.1856
C 0.2992 0.4171 2.9662
O -0.6952 -0.2133 2.4920
C 0.5660 0.3850 4.4255
C 0.4164 -0.8109 5.1193
C 0.7021 -0.8585 6.4738
C 1.1073 0.3073 7.0981
C 1.2459 1.5127 6.4322
C 0.9806 1.5428 5.0737
N 1.4107 0.2644 8.5469
O 1.7482 1.3035 9.0740
O 1.3025 -0.8052 9.1068
H 0.0820 -1.6955 4.5952
H 0.6113 -1.7692 7.0462
H 1.5595 2.3914 6.9740
H 1.0961 2.4610 4.5138
O -4.4606 -5.0378 -2.0749
C -5.3426 -3.9574 -2.3158
N -4.6855 -2.7755 -1.8246
C -5.3067 -1.9186 -0.9813
O -6.4835 -1.9925 -0.6849
C -4.4676 -0.8044 -0.4016
C -5.1066 0.2229 0.2812
C -4.3426 1.2279 0.8540
C -2.9671 1.1692 0.7382
N -2.3481 0.1834 0.0792
C -3.0858 -0.7824 -0.4720
H -4.8410 -5.8321 -2.4630
H -6.2825 -4.0604 -1.7719
H -5.5472 -3.8635 -3.3881
H -3.7021 -2.6947 -2.0414
H -6.1855 0.2044 0.3587
H -4.8009 2.0434 1.3946
H -2.3286 1.9234 1.1832
H -2.5310 -1.5344 -1.0057
O 1.2402 -2.0648 1.2693
C 0.6701 -2.7068 0.3828
N -0.1292 -2.0741 -0.5259
C -0.6918 -3.0279 -1.3728
O -1.4614 -2.7973 -2.2807
C -0.1821 -4.3652 -0.9387
C -0.4574 -5.6255 -1.4216
C 0.1422 -6.6968 -0.7625
C 0.9731 -6.4989 0.3357
C 1.2402 -5.2207 0.8207
C 0.6463 -4.1680 0.1584
H -1.1206 -5.7688 -2.2632
H -0.0452 -7.7058 -1.1038
H 1.4150 -7.3571 0.8232
H 1.8809 -5.0628 1.6770

Force components x, y, z for each atom (eV/Å):
0.16 -0.38 -0.28
-0.06 -0.09 0.35
-0.09 0.20 -0.07
-0.08 -0.07 0.13
-0.04 0.01 -0.05
0.04 0.01 -0.01
0.01 0.00 0.02
-0.02 0.00 -0.02
0.06 0.03 -0.02
0.11 0.01 0.04
-0.02 -0.01 -0.06
-0.01 -0.01 0.00
-0.01 0.00 0.00
0.01 -0.01 0.00
0.01 -0.04 0.03
-0.02 0.02 -0.13
0.00 -0.01 0.00
0.03 -0.02 0.01
0.00 0.02 0.01
0.00 -0.01 0.00
0.00 0.02 0.02
-0.04 -0.01 0.00
0.08 0.07 -0.01
-0.02 -0.07 0.05
-0.03 -0.01 -0.02
-0.01 0.00 -0.01
0.00 0.00 0.00
0.01 -0.01 0.03
0.03 0.03 -0.24
0.00 0.01 -0.01
0.00 0.00 -0.01
0.01 0.00 0.01
0.00 0.00 0.00
-0.03 -0.03 0.02
-0.02 0.04 0.02
0.00 0.00 -0.01
0.00 -0.01 -0.01
0.01 0.00 0.00
0.00 0.01 0.00
-0.01 0.00 -0.02
0.00 0.00 0.01
0.00 0.01 0.01
-0.01 0.01 0.00
0.00 0.00 -0.01
0.02 0.02 -0.01
-0.01 -0.01 -0.01
-0.01 0.00 -0.01
0.01 0.01 0.00
0.00 0.01 0.01
-0.04 0.10 0.12
0.06 0.14 -0.01
-0.01 -0.09 -0.07
-0.03 0.00 -0.01
-0.06 0.03 0.04
0.00 0.06 -0.02
0.00 0.02 -0.01
-0.02 -0.08 -0.03
0.10 -0.03 0.04
0.00 0.03 0.01
-0.01 -0.06 0.00
0.01 0.03 0.00
0.00 0.00 -0.01
0.00 0.00 0.00
0.01 0.01 0.02
0.00 0.00 -0.02
0.03 -0.01 0.04
-0.07 -0.01 -0.04
0.05 -0.05 0.03
-0.03 0.06 0.00
0.02 0.01 0.00
0.05 -0.01 0.03
0.05 -0.04 0.00
0.00 -0.01 -0.02
0.00 0.06 0.01
-0.01 0.04 0.20
-0.08 0.05 -0.13
0.00 -0.01 0.00
0.01 0.03 -0.04
0.02 0.00 0.04
-0.01 0.02 -0.04
-0.01 0.00 -0.01
0.00 0.01 0.01
-0.01 0.00 0.02
0.04 -0.06 -0.01
0.07 0.02 0.00
-0.08 -0.01 0.19
-0.17 0.04 0.12
0.00 0.08 -0.10
-0.04 0.02 0.06
0.01 -0.10 0.04
0.02 0.05 0.03
-0.01 -0.02 -0.01
0.01 -0.02 0.01
0.00 0.02 -0.03
0.04 -0.07 -0.20
-0.01 0.00 -0.01
-0.01 -0.01 -0.01
0.01 -0.01 0.01
0.01 0.01 0.01